Model P:
An isolated ion of composition HN5OS and charge -2, computed with ωB97M-V with the def2-TZVPD basis set.

Computed properties:
* LUMO energy: 6.77 eV
* total charge: -2
* HOMO: 1.772 eV
* orbital gap: 5.000 eV

CARTESIAN COORDINATES (ANGSTROEM)
N1 -0.95 -0.28 -0.95
H1 1.07 1.30 0.79
O1 1.31 -0.45 2.24
N2 -1.27 -1.16 -0.23
N3 0.10 0.58 -0.81
N4 0.81 -0.67 1.05
N5 0.74 0.41 0.36
S1 -1.82 0.27 -2.46

=====

Model Q:
A 2-piece molecular cluster, HN5OS overall, computed with ωB97M-V with the def2-TZVPD basis set.

Computed properties:
* LUMO energy (alpha / beta): 3.68 / 3.68 eV
* total charge: -2
* HOMO (alpha / beta): 1.520 / 1.520 eV
* orbital gap (alpha / beta): 2.156 / 2.157 eV

CARTESIAN COORDINATES (ANGSTROEM)
N1 -0.03 -3.06 -0.45
O1 -1.30 -0.45 1.21
N2 -0.79 -2.37 0.29
H1 -0.09 14.11 -2.47
N3 1.81 -1.52 0.51
S1 -0.08 -4.60 -0.82
N4 0.91 -0.87 0.95
N5 -0.43 -1.24 0.78

=====

Of them, model Q has the lowest stability.

=====

Model P:
C19H24N8O2Re as an isolated structure, computed with ωB97M-V with the def2-TZVPD basis set.

Computed properties:
* LUMO energy (alpha / beta): -5.78 / -6.93 eV
* total charge: +2
* 2S+1: 2
* HOMO (alpha / beta): -13.589 / -13.826 eV
* orbital gap (alpha / beta): 7.812 / 6.895 eV

CARTESIAN COORDINATES (ANGSTROEM)
H1 -1.64 1.32 4.29
C1 -1.26 3.02 1.30
N1 -0.33 0.90 -1.43
H2 -2.35 -0.74 1.17
H3 -1.54 -2.89 -1.28
H4 -1.40 3.98 0.84
C2 -1.10 1.63 3.40
H5 4.33 1.68 1.01
H6 2.95 -2.75 -3.01
N2 1.98 -2.78 -3.28
H7 -1.90 3.86 -1.26
N3 0.52 -2.57 1.04
C3 -1.09 1.92 0.54
C4 1.06 -2.22 -2.51
C5 0.09 0.97 -2.71
H8 -2.66 -3.17 1.95
C6 -0.97 3.08 -3.03
C7 -1.22 2.94 2.77
H9 0.69 0.16 -3.07
H10 -1.70 3.72 3.33
C8 -1.74 -2.61 1.82
H11 -0.11 -0.26 2.83
C9 -0.59 -3.49 1.39
C10 2.48 0.82 1.11
N4 3.59 3.82 2.46
C11 2.84 2.96 2.32
H12 1.73 -3.24 -4.14
N5 3.73 0.94 0.69
H13 -2.49 -1.90 0.03
H14 -1.51 -2.12 2.77
C12 -0.37 -2.20 -2.91
C13 -0.33 0.72 2.43
N6 -0.79 0.66 1.06
H15 -1.26 3.91 -3.66
H16 -0.65 -3.13 -3.42
C14 -1.22 -1.91 -1.67
C15 -0.96 1.97 -0.91
N7 -1.89 -1.56 0.78
C16 -1.34 3.05 -1.70
C17 1.99 1.84 2.04
H17 0.97 -2.21 1.88
N8 0.10 2.57 3.49
O1 1.79 -0.15 0.71
H18 4.10 0.25 0.04
O2 1.39 -1.67 -1.42
H19 0.15 2.04 -4.55
C18 -0.21 2.04 -3.53
H20 -0.48 -1.42 -3.67
H21 -0.86 -4.05 0.50
H22 -2.13 -1.39 -1.95
H23 -0.32 -4.20 2.17
Re1 -0.13 -0.83 -0.14
H24 1.25 -3.06 0.53
C19 0.78 1.72 2.61

=====

Model Q:
C19H24N8O2Re as an isolated structure, computed with ωB97M-V with the def2-TZVPD basis set.

Computed properties:
* LUMO energy (alpha / beta): -6.00 / -7.77 eV
* total charge: +2
* 2S+1: 2
* HOMO (alpha / beta): -13.093 / -13.107 eV
* orbital gap (alpha / beta): 7.095 / 5.334 eV

CARTESIAN COORDINATES (ANGSTROEM)
C1 1.45 -2.87 -3.60
H1 4.11 3.13 -1.29
C2 -0.57 2.02 2.14
C3 2.62 1.86 -0.73
H2 0.12 2.02 -4.71
H3 -2.44 3.67 -1.83
H4 -1.02 4.03 -3.87
C4 0.68 -2.58 1.85
C5 -1.50 1.80 -1.26
H5 1.44 -2.39 -5.70
H6 -0.74 2.80 4.03
N1 -0.60 0.91 -1.59
H7 4.32 0.66 -1.31
H8 1.79 -3.89 -3.72
C6 2.68 -0.51 -0.42
O1 1.53 1.74 -0.12
C7 0.55 -0.32 -3.18
C8 -0.08 0.92 -2.85
N2 0.79 -1.12 -2.10
C9 -0.63 3.65 0.28
C10 -1.49 3.15 -1.89
H9 1.24 -3.25 1.19
N3 3.22 3.04 -0.84
C11 0.80 -0.75 -4.48
C12 1.22 -2.37 -2.33
C13 3.23 0.61 -1.30
H10 -1.23 -3.53 1.46
H11 -0.66 1.08 3.93
C14 -0.78 -2.54 1.45
N4 -0.85 -1.92 0.10
H12 2.23 -1.24 1.85
H13 -0.72 -2.64 -0.61
H14 2.98 -1.48 -0.82
H15 0.79 -2.95 2.87
H16 -1.80 -1.59 -0.05
N5 -1.45 5.24 3.22
C15 -0.91 3.14 -3.26
H17 -1.34 -1.90 2.13
H18 0.84 -0.63 2.43
N6 1.22 -1.22 1.70
C16 -1.16 4.43 2.46
C17 -0.73 3.38 1.58
H19 2.79 3.86 -0.45
N7 -0.53 3.83 -0.89
H20 2.90 0.53 -2.34
Re1 0.54 -0.22 -0.18
H21 -2.02 1.68 -0.32
N8 -0.62 1.97 3.47
H22 3.20 -0.41 0.54
C18 1.26 -2.04 -4.70
O2 -0.49 0.95 1.48
H23 1.43 -2.97 -1.46
H24 0.61 -0.09 -5.31
C19 -0.28 2.04 -3.71

=====

Of them, model Q has the lowest stability.

=====

Model P:
An isolated ion of composition C3H7N3 and charge +2, computed with ωB97M-V with the def2-TZVPD basis set.

Computed properties:
* LUMO energy (alpha / beta): -12.69 / -12.69 eV
* total charge: +2
* HOMO (alpha / beta): -21.438 / -21.440 eV
* orbital gap (alpha / beta): 8.748 / 8.750 eV

CARTESIAN COORDINATES (ANGSTROEM)
H1 0.89 0.08 2.58
H2 1.56 0.45 -1.29
C1 0.56 0.14 -0.75
N1 -0.50 0.06 -1.53
H3 -0.62 0.29 -2.52
N2 0.33 -0.03 0.60
H4 -2.09 -1.25 -0.81
N3 -0.82 -0.30 0.87
C2 -1.77 -0.26 -1.04
H5 -2.65 0.46 -0.98
H6 2.10 -0.64 1.70
C3 1.29 0.01 1.62
H7 1.73 0.98 1.55

=====

Model Q:
An isolated ion of composition C3H7N3 and charge +2, computed with ωB97M-V with the def2-TZVPD basis set.

Computed properties:
* LUMO energy: -11.59 eV
* total charge: +2
* HOMO: -20.287 eV
* orbital gap: 8.697 eV

CARTESIAN COORDINATES (ANGSTROEM)
N1 0.12 0.63 0.20
H1 -0.06 3.78 0.61
C1 -0.47 -0.49 -0.09
C2 0.19 1.83 0.66
H2 -0.83 -3.28 -0.83
H3 0.60 2.01 1.71
N2 0.03 -2.87 -0.38
H4 -0.60 2.97 -0.73
C3 0.38 -1.65 -0.10
N3 -0.02 2.97 0.05
H5 0.64 -3.65 -0.45
H6 1.41 -1.38 0.19
H7 -1.54 -0.52 -0.08

=====

Of them, model P has the lowest stability.